{
  "formula": "C20H17F4MnN3O2",
  "method": "ωB97M-V/def2-TZVPD",
  "species": ["Mn", "C", "N", "C", "C", "C", "N", "C", "C", "F", "C", "F", "C", "C", "F", "C", "F", "H", "H", "H", "H", "H", "H", "H", "H", "H", "H", "H", "O", "C", "O", "C", "C", "C", "C", "C", "C", "C", "C", "C", "N", "H", "H", "H", "H", "H", "H"],
  "xyz": [[8.74, 6.14, 8.45], [10.97, 8.19, 9.22], [10.84, 6.78, 8.88], [11.45, 6.49, 7.60], [11.25, 5.86, 9.93], [10.17, 5.72, 11.03], [8.88, 5.39, 10.36], [7.72, 5.23, 11.01], [6.56, 4.90, 10.34], [6.69, 4.69, 8.95], [5.35, 4.68, 10.95], [4.33, 4.29, 10.16], [5.15, 4.89, 12.28], [6.26, 5.38, 12.96], [6.14, 5.77, 14.23], [7.48, 5.54, 12.36], [8.50, 6.00, 13.14], [12.05, 8.50, 9.29], [10.53, 8.38, 10.21], [10.43, 8.83, 8.48], [12.54, 6.62, 7.70], [11.03, 7.13, 6.81], [11.30, 5.47, 7.32], [12.25, 6.09, 10.33], [11.36, 4.85, 9.46], [10.19, 6.63, 11.64], [10.49, 4.91, 11.72], [4.21, 4.78, 12.81], [7.75, 7.69, 4.83], [7.90, 7.33, 5.99], [8.60, 6.35, 6.40], [7.25, 8.19, 7.03], [6.26, 9.12, 6.65], [5.64, 9.81, 7.62], [6.00, 9.62, 8.97], [5.29, 10.30, 10.02], [5.64, 10.06, 11.28], [6.69, 9.18, 11.66], [7.36, 8.51, 10.67], [6.97, 8.71, 9.31], [7.61, 8.02, 8.28], [6.04, 9.20, 5.57], [4.88, 10.55, 7.41], [4.52, 10.95, 9.75], [5.08, 10.54, 12.03], [6.94, 8.98, 12.71], [8.21, 7.84, 10.85]],
  "max_force_ev_per_a": 2.86,
  "gap_ev": [7.13, 7.38],
  "charge": 0,
  "multiplicity": 6
}

=====

{
  "formula": "C24H41Br3Cl3Cs2F3IMgN3O6P2",
  "method": "ωB97M-V/def2-TZVPD",
  "species": ["C", "C", "N", "C", "C", "C", "C", "F", "C", "P", "O", "N", "C", "I", "C", "C", "C", "P", "C", "C", "C", "Cl", "O", "C", "C", "C", "O", "H", "H", "H", "H", "H", "H", "H", "H", "H", "H", "H", "H", "H", "H", "H", "H", "H", "H", "H", "H", "H", "H", "H", "H", "H", "H", "H", "H", "H", "H", "H", "H", "H", "H", "Cl", "Cs", "C", "Br", "Br", "Br", "H", "F", "Mg", "N", "O", "O", "O", "F", "C", "C", "C", "C", "C", "C", "H", "H", "H", "H", "H", "H", "Cl", "Cs"],
  "xyz": [[-0.79, -0.18, 4.80], [-1.90, -0.32, 4.08], [-1.98, -0.67, 2.65], [-1.99, -2.16, 2.32], [-1.05, -2.99, 3.18], [-3.46, -2.60, 2.70], [-3.64, -4.04, 3.13], [-3.17, -4.93, 2.20], [-1.86, -2.42, 0.78], [-0.26, -3.33, 0.32], [-0.50, -4.75, 0.58], [-2.15, -1.26, -0.05], [-3.45, -1.23, -0.68], [-3.78, -3.00, -1.93], [-3.74, -0.02, -1.57], [-4.45, 1.14, -0.85], [-1.48, -0.02, 0.25], [0.09, -0.04, -0.90], [0.45, 1.66, -1.53], [-0.31, -0.95, -2.46], [-1.09, 0.19, 1.78], [0.65, -0.26, 1.90], [-1.38, 1.42, 2.27], [-0.74, 2.59, 1.74], [0.59, 3.05, 2.43], [1.81, 3.00, 1.49], [0.79, 2.37, 3.69], [0.03, -0.88, 4.68], [-0.66, 0.67, 5.45], [-2.86, -0.24, 4.58], [-2.91, -0.34, 2.36], [-1.42, -3.00, 4.21], [-0.99, -4.02, 2.85], [-0.04, -2.59, 3.24], [-4.09, -2.46, 1.82], [-3.89, -1.97, 3.49], [-4.72, -4.22, 3.22], [-3.23, -4.27, 4.11], [-2.58, -3.22, 0.61], [0.82, -2.96, 1.18], [0.05, -3.14, -1.04], [-4.26, -1.29, 0.05], [-2.79, 0.34, -1.96], [-4.32, -0.27, -2.46], [-5.53, 1.03, -0.89], [-4.23, 2.05, -1.42], [-4.07, 1.33, 0.15], [-1.99, 0.91, 0.00], [-0.40, 2.33, -1.38], [1.37, 2.02, -1.09], [0.62, 1.62, -2.61], [-1.35, -1.27, -2.50], [-0.16, -0.28, -3.33], [0.39, -1.77, -2.59], [-1.43, 3.39, 1.93], [-0.66, 2.56, 0.65], [0.48, 4.10, 2.70], [2.57, 3.64, 1.95], [1.55, 3.46, 0.55], [2.29, 2.01, 1.38], [1.72, 2.15, 3.77], [-0.86, -1.23, -4.97], [3.04, -0.16, 2.00], [8.16, 2.26, 5.24], [6.87, 3.48, 4.37], [7.32, 0.63, 5.83], [9.70, 1.88, 4.11], [8.54, 2.78, 6.11], [6.31, -1.46, 4.92], [7.58, 1.85, 2.35], [-3.19, 4.00, -0.43], [-4.09, 4.49, -1.11], [-3.37, 3.78, 0.80], [-2.09, 3.70, -0.96], [-0.61, -5.16, -1.59], [3.37, 0.20, -9.15], [2.06, -0.01, -8.73], [1.72, 0.13, -7.40], [2.68, 0.49, -6.45], [3.98, 0.71, -6.89], [4.33, 0.55, -8.22], [3.63, 0.08, -10.19], [1.30, -0.28, -9.45], [0.70, -0.04, -7.10], [2.45, 0.63, -5.41], [4.74, 1.01, -6.17], [5.35, 0.72, -8.54], [1.20, -1.25, -4.95], [4.52, 0.80, 5.82]],
  "max_force_ev_per_a": 7.53,
  "gap_ev": 3.52,
  "charge": 0
}

=====

{
  "formula": "C2H4F3N3",
  "method": "ωB97M-V/def2-TZVPD",
  "species": ["N", "C", "N", "N", "C", "F", "F", "F", "H", "H", "H", "H"],
  "xyz": [[1.76, 0.89, -0.43], [0.64, 0.32, 0.01], [0.51, -0.09, 1.32], [-0.39, 0.20, -0.96], [-1.53, -0.58, -0.67], [-1.36, -1.88, -0.28], [-2.34, -0.65, -1.77], [-2.39, -0.08, 0.31], [1.61, 1.26, -1.42], [2.20, 1.46, 0.26], [0.07, -0.91, 1.62], [1.22, 0.06, 2.03]],
  "max_force_ev_per_a": 6.24,
  "gap_ev": 10.11,
  "charge": 0,
  "smiles": "NC(N)=NC(F)(F)F"
}

=====

{
  "formula": "C3H5ErO4",
  "method": "ωB97M-V/def2-TZVPD",
  "species": ["C", "O", "C", "O", "Er", "H", "H", "H", "H", "H", "O", "C", "O"],
  "xyz": [[1.90, 0.54, -0.86], [0.57, 0.08, -0.72], [-0.15, 0.69, 0.34], [-1.41, 0.14, 0.31], [-2.43, -0.58, -1.78], [2.34, 0.00, -1.70], [1.93, 1.62, -1.07], [2.47, 0.33, 0.06], [-0.19, 1.78, 0.21], [0.35, 0.43, 1.30], [-2.45, -2.00, 0.41], [-1.79, -1.42, 1.26], [-1.15, -1.60, 2.24]],
  "max_force_ev_per_a": 4.25,
  "gap_ev": [6.93, 7.72],
  "charge": 1,
  "multiplicity": 5
}

=====

What is the formula in the first record?
C20H17F4MnN3O2